Computed, not measured: a structure of composition C25H17ClF6N3O2RhS, with ωB97M-V/def2-TZVPD.

Geometry as ORCA input:
```
! RIJCOSX wB97M-V def2-TZVPD def2/J DEFGRID3
* xyz 0 1
Rh -0.2379 -0.0541 -0.3967
Cl 3.6377 -4.9047 3.0743
C 3.0301 -3.5717 2.1244
C 3.6204 -3.2787 0.8813
C 3.1704 -2.2373 0.1201
C 2.0782 -1.4360 0.5275
O 1.7197 -0.4443 -0.2466
C 1.5011 -1.7436 1.7919
C 0.4817 -0.9204 2.3364
N -0.0916 -0.0004 1.6412
C -0.7369 1.1316 2.1987
C -1.1130 1.3423 3.4905
C -1.6909 2.5802 3.8655
C -1.8301 3.5950 2.9672
C -1.3637 3.4311 1.6395
C -1.3654 4.4640 0.6675
C -0.8165 4.2403 -0.5529
C -0.3000 2.9594 -0.8533
N -0.3202 1.9767 0.0005
C -0.8302 2.1944 1.2632
C 2.0017 -2.8077 2.5769
H 4.4361 -3.8980 0.5276
H 3.6199 -2.0163 -0.8396
H 0.2657 -1.0099 3.4022
H -0.9869 0.5688 4.2371
H -2.0105 2.7212 4.8898
H -2.2717 4.5395 3.2611
H -1.7927 5.4288 0.9170
H -0.7810 5.0134 -1.3077
H 0.1337 2.7448 -1.8213
H 1.5519 -3.0175 3.5407
S -2.5015 0.4118 -1.1582
C -1.6555 0.2446 -2.6587
C -2.1053 0.2453 -3.9858
C -1.1939 -0.0541 -4.9730
C 0.1363 -0.3787 -4.6518
C 0.5094 -0.3789 -3.3319
N -0.3849 -0.0379 -2.3939
H -3.1481 0.4435 -4.1929
H -1.5129 -0.0719 -6.0081
H 0.8543 -0.6390 -5.4167
H 1.5024 -0.6268 -2.9838
C -0.8979 -3.9996 0.7333
C -0.9426 -3.2163 -0.5824
O -0.1654 -2.0785 -0.5394
C -2.4385 -2.9865 -0.9018
F -3.1689 -4.1153 -0.7747
F -2.9520 -2.1162 -0.0180
F -2.6532 -2.5176 -2.1405
C -0.3080 -4.0797 -1.6985
F -1.0140 -5.2046 -1.9431
F -0.1883 -3.4224 -2.8606
F 0.9302 -4.4619 -1.3319
H -1.3625 -3.3957 1.5138
H 0.1421 -4.1824 0.9942
H -1.4241 -4.9503 0.6623
*
```

- Kohn-Sham gap: 0.2438 hartree
- HOMO: -7.6 eV
- ΔE to the lowest compared entry with this formula, charge and spin: 0.0 kJ/mol


Computed, not measured: a structure of composition C25H18AlCl5F6N3O3, with ωB97M-V/def2-TZVPD.

Geometry as ORCA input:
```
! RIJCOSX wB97M-V def2-TZVPD def2/J DEFGRID3
* xyz 1 1
Al -3.1569 2.6333 -0.4118
Cl -4.0070 5.1767 2.4448
C -4.4390 3.5037 2.3511
C -4.0438 2.7654 1.2622
C -4.4022 1.4555 1.0998
Cl -4.3443 -0.0200 -2.2903
C -5.1288 0.7938 2.0843
Cl -5.5832 -0.8628 1.8506
C -5.4990 1.5205 3.2206
Cl -6.4211 0.7330 4.4522
C -5.1709 2.8757 3.3697
Cl -5.6462 3.7579 4.7693
F 2.5251 1.5679 2.2502
C 1.9266 0.7353 1.3696
C 0.7374 1.0818 0.8139
C 0.0672 0.1828 -0.0356
C -1.2229 0.5168 -0.6087
O -1.6349 1.7077 -0.3254
C -1.9360 -0.4342 -1.3769
C -1.2681 -1.6125 -1.5576
N -0.0320 -1.9618 -1.0629
C 0.5066 -3.2887 -1.2420
C 0.1851 -4.0903 -2.4575
C 1.5725 -3.5393 -2.2729
C 0.6463 -1.0707 -0.2750
C 1.9057 -1.3875 0.2689
C 2.5578 -0.4944 1.0961
N 3.7913 -0.7895 1.6967
C 4.8435 0.2128 1.7891
C 6.1350 -0.3433 1.1719
N 5.7344 -1.2748 0.0604
C 5.1201 -2.5417 0.6080
C 4.2561 -2.1459 1.8208
C -5.1488 0.1587 -3.6350
O -5.5537 0.2187 -4.6899
O -3.9932 1.0396 -0.0892
H 0.2765 2.0290 1.0569
H -1.7165 -2.4202 -2.1233
H 0.5898 -3.8359 -0.3098
H -0.4089 -3.6469 -3.2414
H 0.0205 -5.1475 -2.3113
H 1.8425 -2.7021 -2.9028
H 2.3777 -4.2204 -2.0304
H 2.3511 -2.3425 0.0334
H 5.0423 0.5185 2.8189
H 4.5417 1.1015 1.2402
H 6.7276 -0.9342 1.8679
H 6.7609 0.4444 0.7594
H 6.5301 -1.4976 -0.5366
H 5.0399 -0.8018 -0.5232
H 5.9362 -3.2111 0.8745
H 4.5433 -2.9861 -0.2005
H 4.8424 -2.2368 2.7378
H 3.4162 -2.8301 1.9150
F -4.5748 4.1260 -1.2957
C -3.4788 4.8784 -1.8079
F -2.4388 4.3686 -0.8268
C -3.1105 3.9924 -2.9614
F -4.0223 3.8806 -3.8906
F -1.9257 4.1487 -3.4763
F -3.0415 2.5451 -2.3855
*
```

- Kohn-Sham gap: 0.2086 hartree
- HOMO: -9.1 eV
- ΔE to the lowest compared entry with this formula, charge and spin: 820.8 kJ/mol


Computed, not measured: a structure of composition C25H18CdN6O2S4, with ωB97M-V/def2-TZVPD.

Geometry as ORCA input:
```
! RIJCOSX wB97M-V def2-TZVPD def2/J DEFGRID3
* xyz -2 1
Cd -0.3535 -0.2330 0.1200
O -2.3655 -1.4286 3.8389
C -1.7341 -0.9120 2.8973
N -1.2480 -1.4566 1.7992
C -1.3693 -2.7966 1.4482
C -2.3692 -3.6514 1.9179
C -2.4451 -4.9731 1.4860
C -1.5125 -5.4620 0.5847
C -0.5043 -4.6313 0.1042
C -0.4087 -3.2967 0.5130
N 0.5796 -2.3906 0.1038
C 1.6475 -2.7476 -0.5912
O 1.9351 -3.8417 -1.1213
C 2.6974 -1.6470 -0.7655
C 3.6920 -1.8313 -1.7231
C 4.6539 -0.8519 -1.8986
C 4.6130 0.2773 -1.0948
C 3.6019 0.3652 -0.1500
N 2.6639 -0.5640 0.0122
C -1.4102 0.5781 3.0179
C -2.0061 1.3102 4.0362
C -1.6990 2.6532 4.1676
C -0.8103 3.2336 3.2747
C -0.2678 2.4359 2.2785
N -0.5499 1.1421 2.1636
H -3.0788 -3.2646 2.6343
H -3.2371 -5.6172 1.8576
H -1.5668 -6.4911 0.2454
H 0.2154 -5.0000 -0.6087
H 3.6871 -2.7485 -2.2968
H 5.4240 -0.9631 -2.6543
H 5.3317 1.0798 -1.2072
H 3.5293 1.2319 0.4995
H -2.6947 0.8000 4.6953
H -2.1555 3.2459 4.9534
H -0.5518 4.2824 3.3340
H 0.4009 2.8415 1.5272
S 0.8997 1.8503 -1.1299
S -0.7133 2.7436 -2.0457
S -2.2335 2.7771 -0.6333
S -2.8214 0.8422 -0.3442
N 0.5805 -2.0707 -3.9075
C 0.3892 -0.9782 -3.0985
N -0.7070 -1.0489 -2.4085
C -1.2902 -2.2579 -2.7631
C -2.4808 -2.8324 -2.3278
C -2.8278 -4.0648 -2.8488
C -2.0097 -4.7261 -3.7777
C -0.8210 -4.1693 -4.2179
C -0.4833 -2.9256 -3.6943
H 1.4180 -2.2841 -4.4125
H 1.0857 -0.1502 -3.0402
H -3.0900 -2.3301 -1.5849
H -3.7361 -4.5480 -2.5109
H -2.3123 -5.6982 -4.1512
H -0.1736 -4.6856 -4.9177
*
```

- Kohn-Sham gap: 0.2050 hartree
- HOMO: -1.0 eV


Computed, not measured: a structure of composition C25H19AsAuIO3S4Si, with ωB97M-V/def2-TZVPD.

Geometry as ORCA input:
```
! RIJCOSX wB97M-V def2-TZVPD def2/J DEFGRID3
* xyz -2 1
Au 1.1108 2.2617 -1.6102
S 2.7280 6.8327 -1.1868
As 3.1479 4.7947 -0.9752
S 1.5183 3.6663 0.1234
S 2.4663 3.6511 -2.7967
S 5.0263 4.1979 -0.2745
O -0.1299 1.0719 -0.4630
Si 0.2448 -0.0224 0.6401
C 0.9996 0.7555 2.1850
C 0.2167 1.2318 3.2388
C 0.7799 1.9327 4.2970
C 2.1456 2.1841 4.3124
C 2.9414 1.7300 3.2704
C 2.3711 1.0167 2.2261
C 1.4767 -1.3329 0.0615
C 1.8239 -2.3907 0.9088
C 2.7317 -3.3635 0.5206
C 3.3158 -3.3000 -0.7398
C 2.9834 -2.2637 -1.5973
C 2.0743 -1.2902 -1.1979
C -1.3303 -0.9244 1.1685
C -1.4357 -1.6355 2.3666
C -2.5958 -2.3218 2.7012
C -3.6844 -2.3057 1.8390
C -3.6053 -1.5975 0.6479
C -2.4403 -0.9147 0.3219
H -0.8558 1.0652 3.2265
H 0.1508 2.2996 5.1005
H 2.5853 2.7515 5.1246
H 3.9997 1.9583 3.2496
H 3.0051 0.6928 1.4075
H 1.3797 -2.4543 1.8974
H 2.9857 -4.1708 1.1985
H 4.0255 -4.0588 -1.0496
H 3.4202 -2.2068 -2.5865
H 1.8260 -0.5007 -1.8965
H -0.6012 -1.6426 3.0604
H -2.6533 -2.8643 3.6383
H -4.5927 -2.8377 2.0983
H -4.4523 -1.5703 -0.0275
H -2.3860 -0.3517 -0.6030
I -6.2167 0.3722 -2.5081
C -4.1473 0.2638 -2.8415
C -3.5804 -0.9555 -3.1783
C -2.2106 -1.0171 -3.3917
C -1.4145 0.1156 -3.2685
C -2.0086 1.3243 -2.9300
C -3.3773 1.4084 -2.7139
C 0.0821 -0.0091 -3.5289
O 0.5005 -1.0802 -3.9525
O 0.8006 1.0347 -3.3221
H -4.1935 -1.8423 -3.2677
H -1.7265 -1.9488 -3.6524
H -1.3953 2.2090 -2.8310
H -3.8299 2.3515 -2.4398
*
```

- Kohn-Sham gap: 0.2031 hartree
- HOMO: -2.3 eV
- ΔE to the lowest compared entry with this formula, charge and spin: 0.0 kJ/mol